The following is a quantum chemistry calculation of C14H28N2O4 in the gas phase, from the OMol25 dataset.

Last column: Mulliken charge in e.
Cartesian coordinates (Å):
C 2.12 3.58 0.39  -0.91
C 3.33 2.65 0.40  -0.40
C 3.35 1.70 -0.79  -0.75
C 2.35 0.55 -0.64  0.24
O 2.69 -0.32 0.43  -0.44
C 3.58 -1.36 0.11  -0.46
C 2.91 -2.56 -0.58  -0.47
H 2.39 -2.22 -1.48  0.24
H 3.68 -3.27 -0.88  0.44
C 1.89 -3.26 0.33  -0.95
N 0.84 -2.38 0.77  -0.25
C -0.21 -2.11 -0.06  0.45
O -0.50 -2.79 -1.02  -0.71
N -0.98 -1.06 0.36  -0.18
H -0.58 -0.38 0.98  0.37
C -2.03 -0.56 -0.50  -0.15
C -1.77 0.90 -0.79  -0.01
O -0.89 1.54 -0.25  -0.58
O -2.55 1.42 -1.73  -0.45
H -2.32 2.35 -1.89  0.41
H -1.95 -1.10 -1.45  0.70
C -3.43 -0.89 0.09  0.31
C -4.55 -0.65 -0.92  -1.69
H -5.50 -0.92 -0.47  0.41
H -4.58 0.39 -1.23  0.35
H -4.39 -1.27 -1.80  0.45
C -3.69 -0.23 1.45  -0.73
C -3.93 1.27 1.42  -1.05
H -4.75 1.53 0.77  0.29
H -3.04 1.81 1.10  0.18
H -4.17 1.62 2.43  0.42
H -4.58 -0.71 1.88  0.45
H -2.85 -0.45 2.11  0.30
H -3.38 -1.97 0.28  0.33
H 1.17 -1.61 1.34  0.30
H 2.39 -3.67 1.21  0.40
H 1.42 -4.08 -0.22  0.41
H 4.40 -0.99 -0.52  0.25
H 4.01 -1.68 1.07  0.38
H 1.36 0.95 -0.39  -0.31
H 2.27 -0.01 -1.58  0.37
H 3.11 2.24 -1.71  0.41
H 4.35 1.28 -0.91  0.29
H 3.32 2.05 1.32  0.23
H 4.24 3.25 0.40  0.36
H 1.19 3.01 0.40  0.10
H 2.13 4.21 -0.50  0.29
H 2.13 4.22 1.27  0.36

Calculated values
SMILES	CCCCOCCCNC(=O)N[C@H](C(=O)O)[C@H](C)CC
charge	0
frontier orbital gap	9.67	eV
E_tot	-26143.9989	eV
energy relative to the best compared isomer or geometry (same formula, charge and spin)	0.710	eV

=====

The following is a quantum chemistry calculation of 6 unconnected molecules or ions with the total composition C32H44O15 at a distorted geometry, from the OMol25 dataset.

Last column: Mulliken charge in e.
Cartesian coordinates (Å):
C -4.02 0.05 -0.20  -0.95
C -2.88 0.09 0.62  -0.70
C -1.53 -0.04 -0.05  1.45
C -0.72 -1.23 0.34  0.25
C -0.90 -2.30 1.12  0.64
C -2.12 -2.66 1.92  -1.45
C -2.22 -1.97 3.29  -0.18
O -1.01 -2.16 4.09  -0.38
C -0.51 -0.89 4.37  0.52
O -1.06 -0.16 5.09  -0.51
C 0.82 -0.44 3.74  0.47
C 0.77 1.03 3.29  -1.06
C 0.35 -3.16 1.13  0.20
O 0.71 -3.94 1.88  -0.43
O 0.99 -2.79 -0.06  -0.37
C 0.67 -1.48 -0.27  0.15
O 1.27 -0.67 -0.84  -0.50
H -4.22 0.98 -0.76  0.25
H -4.66 -0.83 -0.29  0.23
H -3.05 0.26 1.68  0.21
H -1.68 -0.06 -1.13  -0.14
H -0.90 0.85 0.15  0.28
H -2.02 -3.74 2.13  0.42
H -3.06 -2.58 1.36  0.45
H -3.08 -2.35 3.85  0.44
H -2.30 -0.90 3.11  -0.07
H 1.02 -1.09 2.88  -0.25
H 1.60 -0.52 4.49  0.36
H 0.25 1.68 4.00  0.21
H 1.79 1.41 3.19  0.46
H 0.30 1.15 2.31  0.04
O -1.05 1.05 -3.17  -0.49
C -0.59 0.40 -4.07  0.38
O -1.15 0.33 -5.30  -0.39
C -0.44 -0.63 -6.11  -0.61
C 0.93 -0.74 -5.47  -0.13
C 0.63 -0.50 -4.00  -0.38
H -0.99 -1.57 -6.09  0.23
H -0.39 -0.28 -7.14  0.34
H 1.42 -1.70 -5.67  0.34
H 1.58 0.05 -5.85  0.11
H 0.35 -1.42 -3.48  0.17
H 1.45 -0.01 -3.49  0.37
O -3.11 3.78 -0.16  -0.54
C -3.13 4.18 -1.30  0.32
O -3.99 5.14 -1.74  -0.38
C -3.84 5.30 -3.15  -0.42
C -2.45 4.78 -3.48  -0.64
C -2.28 3.67 -2.44  0.16
H -4.63 4.74 -3.65  0.25
H -3.95 6.36 -3.41  0.33
H -2.35 4.43 -4.51  0.33
H -1.71 5.56 -3.31  0.29
H -2.68 2.72 -2.78  0.08
H -1.24 3.56 -2.13  0.26
O 1.84 -2.18 6.19  -0.53
C 2.40 -3.20 5.90  0.31
O 3.38 -3.77 6.64  -0.40
C 3.90 -4.92 5.95  -0.43
C 2.80 -5.35 5.00  -0.70
C 2.14 -4.01 4.66  0.28
H 4.81 -4.63 5.43  0.24
H 4.15 -5.70 6.68  0.35
H 3.16 -5.89 4.13  0.34
H 2.08 -5.98 5.52  0.30
H 2.63 -3.52 3.81  0.10
H 1.08 -4.12 4.47  0.12
O 2.92 -1.50 -7.95  -0.57
C 3.99 -1.30 -7.46  0.57
O 4.27 -0.20 -6.71  -0.35
C 5.67 -0.20 -6.36  -0.44
C 6.11 -1.65 -6.46  -0.48
C 5.22 -2.17 -7.59  -0.43
H 6.20 0.45 -7.05  0.27
H 5.78 0.20 -5.35  0.31
H 7.17 -1.76 -6.65  0.32
H 5.87 -2.18 -5.54  0.27
H 5.67 -2.01 -8.57  0.27
H 4.97 -3.22 -7.46  0.28
O -1.28 5.76 3.26  -0.61
C -1.88 4.88 3.81  0.43
O -1.36 3.65 4.04  -0.35
C -2.36 2.79 4.62  0.17
C -3.38 3.73 5.23  -0.63
C -3.31 4.94 4.30  -0.37
H -2.79 2.18 3.82  -0.16
H -1.90 2.14 5.36  0.31
H -4.38 3.29 5.32  0.39
H -3.06 4.02 6.24  0.28
H -3.98 4.84 3.45  0.22
H -3.50 5.87 4.83  0.33

Calculated values
SMILES	C=CCC1=C(CCOC(=O)CC)C(=O)OC1=O.O=C1CCCO1.O=C1CCCO1.O=C1CCCO1.O=C1CCCO1.O=C1CCCO1
charge	0
frontier orbital gap	7.24	eV
E_tot	-64606.9846	eV

=====

The following is a quantum chemistry calculation of C4H3NO3 in the gas phase at a distorted geometry, from the OMol25 dataset.

Last column: Mulliken charge in e.
Cartesian coordinates (Å):
C 0.25 0.78 -0.82  0.08
C 0.09 -1.06 0.33  0.26
C -1.14 -1.54 1.28  -0.24
C -0.73 -0.05 -0.30  0.42
H -0.32 2.80 -0.76  0.32
H -1.08 -1.59 2.32  0.28
H -1.74 -2.20 0.85  0.23
N 1.36 -0.89 0.10  -0.41
O 0.60 2.35 -0.92  -0.49
O 1.53 0.26 -0.52  -0.07
O -1.77 -0.31 0.69  -0.38

Calculated values
SMILES	Oc1onc2c1OC2
charge	0
frontier orbital gap	9.58	eV
E_tot	-11821.5010	eV
energy relative to the best compared isomer or geometry (same formula, charge and spin)	8.032	eV

=====

The following is a quantum chemistry calculation of C25H20O5 in the gas phase, from the OMol25 dataset.

Last column: Mulliken charge in e.
Cartesian coordinates (Å):
C -0.07 4.32 -1.32  -1.99
C 0.85 3.18 -1.05  1.68
C 2.17 3.22 -1.36  0.13
C 3.05 2.08 -1.08  0.47
O 4.23 2.04 -1.33  -0.67
O 2.50 0.99 -0.47  -0.53
C 1.19 0.93 -0.16  -0.50
C 0.75 -0.25 0.45  0.08
C -0.58 -0.39 0.80  0.58
C -1.47 0.67 0.52  -1.02
C -1.03 1.82 -0.07  -0.81
C 0.32 1.99 -0.42  0.62
H -1.74 2.61 -0.27  0.42
H -2.51 0.54 0.79  0.43
O -1.12 -1.47 1.39  -0.23
C -0.27 -2.56 1.73  -0.87
C -1.14 -3.60 2.39  0.62
C -1.98 -4.39 1.61  -0.58
C -2.81 -5.33 2.20  -0.73
C -2.79 -5.49 3.58  0.38
C -1.95 -4.71 4.36  -0.76
C -1.13 -3.77 3.77  -0.42
H -0.48 -3.16 4.37  0.38
H -1.95 -4.85 5.43  0.43
C -3.66 -6.49 4.25  0.49
O -3.68 -6.68 5.44  -0.59
O -4.43 -7.19 3.41  -0.45
H -4.97 -7.82 3.90  0.35
H -3.46 -5.94 1.59  0.42
H -2.00 -4.25 0.54  0.43
H 0.51 -2.22 2.41  0.46
H 0.19 -2.97 0.82  0.43
H 1.49 -1.02 0.63  0.53
C 2.85 4.38 -2.03  -1.60
C 2.32 4.64 -3.42  0.41
C 2.06 5.93 -3.86  -0.02
C 1.59 6.16 -5.14  -0.63
C 1.37 5.09 -6.00  -0.41
C 1.64 3.80 -5.57  -0.67
C 2.11 3.58 -4.29  -0.26
H 2.32 2.57 -3.97  0.36
H 1.48 2.97 -6.24  0.38
H 1.00 5.27 -7.00  0.38
H 1.39 7.17 -5.47  0.37
H 2.23 6.76 -3.19  0.38
H 2.75 5.28 -1.42  0.41
H 3.91 4.14 -2.10  0.41
H -0.82 4.02 -2.05  0.41
H 0.46 5.18 -1.71  0.35
H -0.59 4.61 -0.40  0.50

Calculated values
SMILES	Cc1c(Cc2ccccc2)c(=O)oc2cc(OCc3ccc(C(=O)O)cc3)ccc12
charge	0
frontier orbital gap	8.49	eV
E_tot	-36488.2499	eV
energy relative to the best compared isomer or geometry (same formula, charge and spin)	0.000	eV

=====

The following is a quantum chemistry calculation of 2 unconnected molecules or ions with the total composition C5H9NO at a distorted geometry, from the OMol25 dataset.

Last column: Mulliken charge in e.
Cartesian coordinates (Å):
C 0.09 -1.18 1.00  -0.08
C 1.03 1.57 -0.66  -1.25
C -2.03 -0.10 -0.22  -1.37
N 1.27 -0.34 1.12  -0.46
C 0.53 0.45 0.18  0.56
C -0.70 -0.13 0.47  0.37
O 0.65 -1.68 -0.77  -0.72
H 1.58 -1.88 -1.00  0.25
H 1.35 0.10 2.04  0.29
H -0.12 -2.07 1.59  0.45
H 0.39 1.71 -1.53  0.31
H 0.98 2.49 -0.07  0.32
H 2.07 1.41 -0.94  0.32
H -1.96 -0.66 -1.16  0.28
H -2.79 -0.60 0.39  0.37
H -2.34 0.92 -0.44  0.34

Calculated values
charge	0
frontier orbital gap (alpha / beta)	8.56 / 8.56	eV
E_tot	-8863.7814	eV
energy relative to the best compared isomer or geometry (same formula, charge and spin)	5.431	eV

=====

The following is a quantum chemistry calculation of C4H5N3O2 in the gas phase at a distorted geometry, from the OMol25 dataset.

Last column: Mulliken charge in e.
Cartesian coordinates (Å):
C -2.58 0.37 0.45  -0.74
C 0.34 -0.84 -0.05  0.03
C 2.41 0.35 -0.16  0.63
C 3.78 -0.04 -0.13  0.14
H -2.26 1.43 0.61  0.33
H -2.36 -0.20 1.33  0.26
H -3.64 0.35 0.19  0.32
H -1.97 0.20 -1.52  0.28
H 0.05 -1.85 0.18  0.46
N -1.85 -0.29 -0.60  -0.48
N -0.51 0.07 -0.23  -0.23
N 4.88 -0.27 0.14  -0.33
O 1.64 -0.78 -0.03  -0.25
O 2.07 1.52 -0.18  -0.42

Calculated values
SMILES	CN/N=C/OC(=O)C#N
charge	0
frontier orbital gap	8.46	eV
E_tot	-12791.1135	eV
energy relative to the best compared isomer or geometry (same formula, charge and spin)	4.761	eV

=====

The following is a quantum chemistry calculation of C5H10OS in the gas phase at a distorted geometry, from the OMol25 dataset.

Last column: Mulliken charge in e.
Cartesian coordinates (Å):
O -2.43 1.98 -0.98  -0.45
C -1.55 1.89 -0.21  -0.12
C -0.32 1.31 -0.71  -0.27
C 0.90 1.07 0.27  -0.77
C 0.64 -0.06 1.34  -0.59
S 0.64 -1.91 0.79  -0.11
C 1.06 -1.96 -1.11  -0.85
H -1.56 2.32 0.78  0.39
H 0.11 1.82 -1.60  0.41
H -0.45 0.35 -1.19  0.06
H 1.66 0.79 -0.53  0.34
H 1.12 1.84 0.97  0.41
H 1.38 -0.23 2.20  0.37
H -0.39 0.13 1.47  0.29
H 0.70 -1.07 -1.60  0.19
H 2.05 -2.10 -1.37  0.38
H 0.24 -2.63 -1.52  0.33

Calculated values
SMILES	CSCCCC=O
charge	0
frontier orbital gap	9.51	eV
E_tot	-18227.4203	eV
energy relative to the best compared isomer or geometry (same formula, charge and spin)	2.479	eV

=====

The following is a quantum chemistry calculation of a molecular structure, C14H18F3NO3PtS2 at a distorted geometry, from the OMol25 dataset.

Last column: Mulliken charge in e.
Cartesian coordinates (Å):
Pt -0.54 0.71 -0.18  1.27
C -3.01 1.47 1.44  -1.02
O -2.23 1.75 0.27  -0.15
C -2.20 3.12 -0.15  -0.51
C -0.94 3.74 0.39  -0.46
O 0.05 2.89 -0.16  -0.39
C 1.43 3.15 0.10  -0.46
C 2.18 2.10 -0.68  -0.69
O 1.85 0.78 -0.21  -0.24
C 2.61 0.35 0.92  -0.73
H -4.04 1.80 1.28  0.30
H -2.62 1.98 2.33  0.38
H -3.00 0.40 1.58  0.46
H -3.08 3.68 0.19  0.50
H -2.17 3.11 -1.24  0.24
H -0.91 3.70 1.48  0.28
H -0.80 4.78 0.06  0.45
H 1.64 3.08 1.17  0.30
H 1.70 4.15 -0.25  0.45
H 3.26 2.27 -0.64  0.52
H 1.86 2.13 -1.73  0.28
H 3.68 0.49 0.72  0.39
H 2.42 -0.71 1.06  0.15
H 2.35 0.90 1.83  0.33
S -0.81 -0.27 2.19  -0.26
C -0.25 -1.67 1.45  0.41
N 0.06 -1.61 0.16  0.02
C 0.50 -2.78 -0.32  -0.26
C 0.88 -3.06 -1.65  -0.39
C 1.29 -4.32 -1.95  -0.72
C 1.35 -5.33 -0.96  -0.44
C 0.98 -5.10 0.36  -0.61
C 0.55 -3.82 0.68  1.07
S 0.00 -3.23 2.20  -0.07
H 0.81 -2.28 -2.40  0.47
H 1.56 -4.56 -2.97  0.44
H 1.70 -6.32 -1.24  0.44
H 1.02 -5.88 1.10  0.46
F -2.86 -0.86 -0.55  -0.25
C -2.03 -0.23 -1.39  0.41
F -2.72 0.62 -2.11  -0.20
F -1.50 -1.15 -2.21  -0.18

Calculated values
2S+1	5
charge	+2
frontier orbital gap (alpha / beta)	8.23 / 5.83	eV
E_tot	-55491.3153	eV
energy relative to the best compared isomer or geometry (same formula, charge and spin)	0.000	eV

=====

The following is a quantum chemistry calculation of 3 unconnected molecules or ions with the total composition C6H20N2O2, from the OMol25 dataset.

Last column: Mulliken charge in e.
Cartesian coordinates (Å):
C 1.07 0.03 -0.56  -1.51
N 0.90 -1.09 0.33  1.85
C 1.21 -2.34 -0.30  -2.18
C 1.48 -0.85 1.62  -1.53
C 0.53 1.41 -0.10  0.27
C 1.13 2.43 -1.07  -1.78
N -0.92 1.47 -0.18  0.41
C -1.64 1.25 1.04  -2.29
H 0.51 -0.21 -1.47  0.34
H 2.15 0.14 -0.80  0.45
H 0.43 -2.56 -1.04  0.51
H 2.16 -2.30 -0.87  0.28
H 1.21 -3.17 0.41  0.50
H 1.84 -1.76 2.11  0.50
H 2.36 -0.19 1.58  0.30
H 0.73 -0.42 2.30  0.12
H 0.85 1.56 0.94  0.40
H 2.19 2.62 -0.89  0.43
H 1.02 2.03 -2.09  0.28
H 0.57 3.36 -1.02  0.50
H -1.34 2.18 -0.75  0.31
H -1.64 2.10 1.75  0.34
H -1.30 0.38 1.61  0.20
H -2.69 1.03 0.84  0.75
H -1.36 0.10 -2.56  0.17
H -2.46 -0.70 -1.98  0.44
O -2.21 -0.27 -2.82  -0.86
H -2.69 -1.50 0.97  0.41
H -1.63 -2.56 1.37  0.27
O -2.47 -2.17 1.63  -0.87

Calculated values
2S+1	2
charge	-1
frontier orbital gap (alpha / beta)	2.59 / 8.54	eV
E_tot	-13619.7464	eV
energy relative to the best compared isomer or geometry (same formula, charge and spin)	0.453	eV

=====

The following is a quantum chemistry calculation of 2 unconnected molecules or ions with the total composition C7H8BrOP at a distorted geometry, from the OMol25 dataset.

Last column: Mulliken charge in e.
Cartesian coordinates (Å):
C -1.27 -2.26 -1.61  -0.39
C -1.55 -0.92 -1.75  -0.49
C -0.66 -2.75 -0.51  -0.40
C -1.03 0.04 -0.90  -0.34
C -0.34 -1.92 0.51  -0.35
C -0.45 -0.57 0.28  0.19
C 1.64 2.41 1.30  -0.94
O -0.49 1.86 2.70  -0.47
P 0.48 1.09 1.93  0.75
Br 1.84 0.14 3.41  -0.30
H -1.60 -2.87 -2.33  0.46
H -1.88 -0.52 -2.67  0.35
H -0.66 -3.80 -0.35  0.36
H -1.28 1.15 -0.87  0.30
H 0.19 -2.23 1.43  0.28
H 2.42 2.02 0.52  0.29
H 0.88 3.14 1.10  0.32
H 2.21 2.86 2.16  0.38

Calculated values
2S+1	3
charge	0
frontier orbital gap (alpha / beta)	7.82 / 6.39	eV
E_tot	-88763.1087	eV
energy relative to the best compared isomer or geometry (same formula, charge and spin)	1.222	eV

=====

The following is a quantum chemistry calculation of C6H5NS5 in the gas phase at a distorted geometry, from the OMol25 dataset.

Last column: Mulliken charge in e.
Cartesian coordinates (Å):
C -2.21 -0.66 -0.06  0.99
C -3.28 0.23 -0.46  -0.72
C -2.90 1.58 -0.68  -0.49
C -1.54 2.01 -0.33  -0.69
C -0.59 1.13 0.08  0.48
C -0.95 -0.17 0.38  -0.13
H -2.00 -2.62 0.70  0.22
H -3.52 -2.23 0.07  0.23
H -4.19 -0.26 -0.95  0.22
H -3.47 2.48 -0.96  0.32
H -1.31 3.11 -0.49  0.31
N -2.54 -1.94 0.05  -0.50
S 0.72 1.95 0.79  -0.13
S 2.47 0.96 0.11  -0.04
S 1.72 -0.27 -1.34  -0.03
S 1.23 -2.05 -0.40  -0.02
S 0.18 -1.32 1.34  -0.03

Calculated values
SMILES	Nc1cccc2c1SSSSS2
charge	0
frontier orbital gap	7.62	eV
E_tot	-61968.8180	eV
energy relative to the best compared isomer or geometry (same formula, charge and spin)	1.375	eV

=====

The following is a quantum chemistry calculation of C5H7N in the gas phase, from the OMol25 dataset.

Last column: Mulliken charge in e.
Cartesian coordinates (Å):
C -1.11 -1.17 0.15  -0.94
C -1.07 0.06 -0.71  -0.38
N -0.56 1.43 0.31  -0.54
C 0.22 0.77 -0.76  0.16
C 1.47 0.20 -0.26  -0.84
C 2.49 -0.34 0.10  0.31
H -0.31 -1.29 0.90  0.33
H -2.08 -1.27 0.64  0.31
H -1.03 -2.00 -0.56  0.28
H -1.45 1.81 0.08  0.33
H -0.38 1.14 1.27  0.27
H 0.41 1.45 -1.59  0.31
H 3.40 -0.80 0.42  0.40

Calculated values
charge	0
frontier orbital gap	8.87	eV
E_tot	-6783.0329	eV
energy relative to the best compared isomer or geometry (same formula, charge and spin)	5.480	eV

=====

The following is a quantum chemistry calculation of a gas-phase ion, C8H13N2S (charge +1) at a distorted geometry, from the OMol25 dataset.

Last column: Mulliken charge in e.
Cartesian coordinates (Å):
C -1.06 3.55 0.01  -0.49
C -2.25 2.96 0.06  -0.18
C -0.43 1.32 0.15  -0.26
C 0.00 -2.39 -0.50  -0.50
C -1.25 -1.89 0.16  -0.60
C -0.34 -0.94 -0.62  -1.03
C 0.88 -0.35 1.51  -1.49
C 0.55 0.08 0.07  1.89
N -0.10 2.60 -0.03  -0.03
N 1.73 0.56 -0.61  -0.67
S -2.14 1.24 0.08  0.10
H -0.75 4.57 -0.14  0.42
H -3.25 3.51 0.08  0.36
H 0.89 -2.65 0.17  0.19
H -0.02 -2.92 -1.53  0.25
H -2.32 -2.07 0.00  0.34
H -1.26 -1.78 1.28  0.18
H -0.57 -0.72 -1.64  0.74
H 1.61 -1.15 1.53  0.40
H 1.30 0.40 2.16  0.40
H -0.03 -0.71 1.95  0.32
H 1.71 0.84 -1.55  0.18
H 2.52 -0.05 -0.49  0.25
H 0.81 2.89 -0.09  0.21

Calculated values
charge	+1
frontier orbital gap	9.52	eV
E_tot	-22314.3576	eV
energy relative to the best compared isomer or geometry (same formula, charge and spin)	1.121	eV